# 1
The following is a DFT calculation (ωB97M-V/def2-TZVPD) of a cluster of 2 separate species, C5H9Br in total.

Structure (ORCA input):
```
! RIJCOSX wB97M-V def2-TZVPD def2/J DEFGRID3
* xyz 0 1
C -0.283 -0.762 -1.373
H 1.720 0.921 0.463
H -0.554 -1.756 -1.608
H 1.298 -1.508 0.800
C 0.211 -1.546 0.985
H -0.786 0.077 -2.013
Br -2.263 -0.007 0.501
C 0.694 1.247 0.216
H -0.361 -2.545 0.993
C -0.562 -0.563 0.078
H -0.927 2.532 -0.031
C 0.134 2.462 0.210
H 0.693 3.399 0.359
H 0.807 -0.845 -1.579
H 0.180 -1.106 2.000
*
```

Computed properties:
- Energy relative to the best compared isomer or geometry (same formula, charge and spin): 55.71 kcal/mol
- Orbital gap: 0.345 hartree
- DFT total energy: -2769.79203 Ha
- HOMO: -8.5 eV
- M: 149.031 g mol⁻¹



# 2
The following is a DFT calculation (ωB97M-V/def2-TZVPD) of a cluster of 2 separate species, C4H13N2S in total.

Structure (ORCA input):
```
! RIJCOSX wB97M-V def2-TZVPD def2/J DEFGRID3
* xyz 0 2
C 1.478 1.576 1.821
S -0.417 -1.149 -0.703
H -2.098 -3.509 -3.002
N 1.654 1.711 3.180
H 2.229 0.963 1.343
H -0.041 2.859 -0.818
H 2.158 0.986 3.660
C 0.504 2.145 1.110
N 0.526 2.082 -0.367
C -1.426 -2.700 -2.711
H -0.417 -3.024 -2.951
H -2.606 -2.142 -0.984
H -0.297 2.715 1.554
H 0.089 1.199 -0.663
H 0.919 2.124 3.730
C -1.592 -2.447 -1.225
H -1.367 -3.342 -0.649
H 1.528 2.113 -0.736
H -1.719 -1.833 -3.297
H -0.770 -1.092 0.587
*
```

Computed properties:
- Energy relative to the best compared isomer or geometry (same formula, charge and spin): 60.44 kcal/mol
- Orbital gap (alpha / beta): 0.141 / 0.348 hartree
- DFT total energy: -667.74800 Ha
- HOMO (alpha / beta): -3.2 / -8.8 eV
- M: 121.229 g mol⁻¹



# 3
The following is a DFT calculation (ωB97M-V/def2-TZVPD) of a structure of composition C18H18N4O6ReS4Se.

Structure (ORCA input):
```
! RIJCOSX wB97M-V def2-TZVPD def2/J DEFGRID3
* xyz 0 2
N 0.163 1.887 -0.847
C -4.136 -0.373 -0.526
O 0.190 -3.657 -1.707
H 0.715 -1.084 4.397
C -0.483 3.819 -3.942
S 1.737 0.249 0.611
H 0.591 0.308 -2.761
C -0.493 2.385 -2.024
Re 0.858 0.959 2.632
H -1.757 -2.291 -1.652
H 2.281 -0.665 4.142
H -2.204 3.682 -5.211
N -3.522 -1.260 -1.307
N 1.406 -0.895 3.673
C 0.883 0.767 -0.833
C 2.843 -2.895 0.955
H 1.521 -0.917 -1.866
H -2.205 1.122 -1.776
C -2.253 -1.555 -1.028
H 1.113 3.719 -2.497
C -1.732 1.879 -2.388
H 3.680 -1.747 2.564
O 2.808 1.381 3.795
C -3.526 0.259 0.548
O 0.672 1.833 4.671
O 2.233 -2.349 -1.883
N 1.033 0.024 -1.898
C 1.555 -2.006 2.752
Se -1.436 0.884 2.325
O 2.544 3.386 5.272
O 2.389 -4.775 -1.707
C 0.416 -2.637 2.289
C 0.481 -3.325 1.086
H 3.773 -2.967 0.407
C -1.723 3.318 -4.313
C 1.665 -3.344 0.368
C -1.546 -0.969 0.019
S 1.610 -3.605 -1.407
H -3.309 1.952 -3.831
C -2.346 2.348 -3.540
C 2.792 -2.222 2.162
H -0.537 -2.490 2.787
H -0.412 -3.736 0.634
H -4.078 0.968 1.152
C 0.141 3.348 -2.796
S 1.968 2.513 4.319
H 0.096 2.398 0.020
H -0.521 -1.252 0.193
C -2.196 -0.044 0.815
H -5.171 -0.155 -0.766
S 1.428 3.254 2.464
H 0.003 4.572 -4.547
*
```

Computed properties:
- Energy relative to the best compared isomer or geometry (same formula, charge and spin): 0.00 kcal/mol
- Orbital gap (alpha / beta): 0.229 / 0.246 hartree
- DFT total energy: -5439.69479 Ha
- HOMO (alpha / beta): -9.0 / -9.2 eV
- M: 779.799 g mol⁻¹



# 4
The following is a DFT calculation (ωB97M-V/def2-TZVPD) of a structure of composition C23H11BrF4N12O3PSbSe4Ti.

Structure (ORCA input):
```
! RIJCOSX wB97M-V def2-TZVPD def2/J DEFGRID3
* xyz -2 1
N 3.928 -2.116 2.180
Se 0.586 0.527 4.443
C -0.552 -2.489 1.932
H 2.760 -3.779 -0.877
Sb 0.177 2.215 6.627
C -3.575 -2.233 -2.343
Br -0.052 3.764 -0.187
C 1.859 -2.499 2.165
C -3.753 -1.095 -1.575
C -2.301 -2.578 -2.777
O 1.815 1.443 0.850
N -5.136 2.416 0.581
N 3.362 -0.982 2.288
C 0.401 1.265 -3.483
H 0.659 -4.140 1.983
Ti 0.747 0.476 1.998
C 0.181 1.638 -2.156
N -1.938 1.691 1.375
H -2.154 -3.460 -3.389
C -4.163 2.330 1.189
F 0.100 5.250 -2.722
H 0.661 -2.528 -0.642
F 0.769 1.769 -5.762
F 0.524 -0.017 -3.838
Se 2.015 1.996 8.129
Se 0.796 2.831 4.235
C 0.119 3.018 -1.904
N 0.649 -3.144 2.105
Se -1.882 1.698 7.712
N -2.599 -2.128 1.631
O -0.812 1.657 2.007
H -4.735 -0.818 -1.214
H 4.841 -2.610 -1.523
C 0.206 3.935 -2.945
N 3.010 -3.122 2.097
C 0.528 2.179 -4.509
C 1.557 -2.009 -0.963
C -1.366 -0.676 -1.621
H -0.223 -2.098 -2.769
C -2.936 2.267 1.953
P -0.021 0.315 -0.834
C -1.203 -1.808 -2.422
H -2.790 0.539 -0.579
C 2.744 -2.719 -1.095
C 1.513 -0.642 -1.219
C 2.690 0.006 -1.587
H 2.692 1.077 -1.750
N -1.673 -3.120 1.669
N -2.815 3.388 4.289
C 3.878 -0.697 -1.701
N 1.996 -1.175 2.293
C -2.901 2.893 3.254
N -0.714 -1.164 2.045
C 0.408 3.523 -4.242
H 4.787 -0.171 -1.962
O 2.057 1.735 2.220
H -4.422 -2.861 -2.594
C -2.655 -0.323 -1.219
F 0.502 4.416 -5.234
C 3.908 -2.064 -1.457
N -2.056 -0.992 1.844
*
```

Computed properties:
- Orbital gap: 0.236 hartree
- DFT total energy: -15776.19188 Ha
- HOMO: -3.0 eV
- M: 1175.759 g mol⁻¹



# 5
The following is a DFT calculation (ωB97M-V/def2-TZVPD) of a structure of composition C5H9NO3.

Structure (ORCA input):
```
! RIJCOSX wB97M-V def2-TZVPD def2/J DEFGRID3
* xyz 0 1
N 1.779 1.159 0.984
C -1.157 1.959 0.382
O 0.981 -1.061 0.575
C -1.471 -1.339 -0.985
H -1.193 -2.389 -0.885
H 2.522 1.754 0.655
C 1.164 0.380 0.031
O 1.397 0.468 -1.168
H -1.458 -1.114 1.214
H 1.750 0.831 1.935
H -2.542 -1.300 -1.216
O 1.874 -1.967 -0.082
H -0.895 -0.886 -1.792
H 1.894 -1.596 -0.988
C -0.814 0.693 0.331
H -0.399 2.729 0.323
H -2.193 2.277 0.402
C -1.238 -0.600 0.284
*
```

Computed properties:
- Energy relative to the best compared isomer or geometry (same formula, charge and spin): 162.37 kcal/mol
- Orbital gap: 0.324 hartree
- DFT total energy: -476.18542 Ha
- HOMO: -8.9 eV
- M: 131.131 g mol⁻¹



# 6
The following is a DFT calculation (ωB97M-V/def2-TZVPD) of a cluster of 2 separate species, C3H4N2OS in total.

Structure (ORCA input):
```
! RIJCOSX wB97M-V def2-TZVPD def2/J DEFGRID3
* xyz 0 3
C -0.003 1.092 0.665
S 0.229 -2.390 0.811
H -0.175 0.042 -2.299
C -0.868 -0.177 -1.531
H -0.729 -1.218 -1.312
H -1.960 -0.037 -1.748
O 0.032 1.673 1.883
N 1.861 -0.295 0.978
C -0.523 0.641 -0.356
N 1.209 -1.216 0.850
H 0.927 1.884 2.058
*
```

Computed properties:
- Energy relative to the best compared isomer or geometry (same formula, charge and spin): 97.59 kcal/mol
- Orbital gap (alpha / beta): 0.252 / 0.219 hartree
- DFT total energy: -699.38113 Ha
- HOMO (alpha / beta): -6.1 / -9.0 eV
- M: 116.145 g mol⁻¹



# 7
The following is a DFT calculation (ωB97M-V/def2-TZVPD) of a structure of composition C15H11ClFeO4.

Structure (ORCA input):
```
! RIJCOSX wB97M-V def2-TZVPD def2/J DEFGRID3
* xyz 0 5
H 0.953 -3.800 -1.035
C 0.893 -2.704 -0.978
C 0.291 -0.273 -3.500
O -0.984 0.232 1.398
H -1.974 1.574 5.485
H 0.599 1.110 -0.784
C -1.753 0.960 3.454
H 2.404 0.084 -2.028
H -1.376 -0.251 -0.530
Fe 0.865 -1.856 -2.981
H -0.294 4.515 2.810
H -2.181 -0.031 3.589
C -1.642 1.855 4.487
H -0.476 2.906 0.914
C -0.582 -2.726 -3.649
C -0.689 3.512 2.963
C -0.426 -0.711 -0.233
Cl -0.870 4.201 5.580
O -1.502 -2.991 -4.323
C 2.058 -1.920 -1.232
C 1.968 -2.007 -4.285
C -0.319 -2.075 -0.562
H -1.212 -2.679 -0.673
C 1.692 -0.575 -1.544
H 1.517 0.169 0.445
O -0.170 0.722 -3.896
C 0.870 0.088 -0.474
O 2.305 -1.959 -5.404
H 3.074 -2.339 -1.352
C -0.777 2.606 1.916
C -1.072 3.123 4.262
C -1.193 1.242 2.161
*
```

Computed properties:
- Orbital gap (alpha / beta): 0.215 / 0.206 hartree
- DFT total energy: -2602.80318 Ha
- HOMO (alpha / beta): -5.5 / -8.3 eV
- M: 346.547 g mol⁻¹



# 8
The following is a DFT calculation (ωB97M-V/def2-TZVPD) of the ion C5H8ClN4O2 with charge +1.

Structure (ORCA input):
```
! RIJCOSX wB97M-V def2-TZVPD def2/J DEFGRID3
* xyz 1 3
N 0.175 -3.151 0.782
H -0.277 3.422 -1.391
O -1.024 -1.798 -0.716
H -1.897 -2.621 0.967
N 1.859 -1.658 0.191
O -0.309 -0.750 -2.579
H -0.873 2.212 -2.738
C 1.383 -2.677 0.777
H -1.249 -0.608 -2.073
H 2.071 -3.360 1.325
C -0.938 -2.251 0.589
C 0.747 0.530 -0.650
H 0.733 2.763 -2.724
C 1.196 -0.866 -0.710
N 0.120 -1.592 -1.614
Cl 2.627 -0.553 -1.985
H 0.042 -3.931 1.380
N 0.286 1.322 -1.343
H -0.783 -1.391 1.193
C -0.068 2.485 -1.987
*
```

Computed properties:
- Energy relative to the best compared isomer or geometry (same formula, charge and spin): 198.37 kcal/mol
- Orbital gap (alpha / beta): 0.241 / 0.215 hartree
- DFT total energy: -1024.39093 Ha
- HOMO (alpha / beta): -10.3 / -14.0 eV
- M: 191.598 g mol⁻¹



# 9
The following is a DFT calculation (ωB97M-V/def2-TZVPD) of a structure of composition C9H12N5.

Structure (ORCA input):
```
! RIJCOSX wB97M-V def2-TZVPD def2/J DEFGRID3
* xyz 1 1
N 0.172 0.448 -4.214
C 0.515 -0.553 1.399
N -1.033 1.567 -0.529
H 2.888 -0.691 3.777
H -1.636 -0.502 1.861
C -0.613 -0.426 2.259
H 1.226 -0.892 -0.435
H 1.121 -0.588 5.295
H -2.884 1.622 -0.983
C 1.835 -0.709 1.990
C -1.925 1.159 -1.309
H 0.986 1.765 -0.288
C -0.226 0.689 -2.926
C 1.909 -0.801 3.332
H 2.752 -0.759 1.378
C 0.881 -0.501 4.190
H 1.205 0.297 -4.535
H -0.716 0.393 -4.729
H -2.389 0.299 -3.156
C -0.433 -0.410 3.652
N 0.390 -0.560 0.046
H -1.316 -0.048 4.189
C -1.604 0.213 -2.497
H -1.532 -0.795 -2.181
N 0.636 1.057 -2.060
N 0.289 1.136 -0.758
*
```

Computed properties:
- Energy relative to the best compared isomer or geometry (same formula, charge and spin): 99.79 kcal/mol
- Orbital gap (alpha / beta): 0.262 / 0.262 hartree
- DFT total energy: -623.52729 Ha
- HOMO (alpha / beta): -12.1 / -12.1 eV
- M: 190.230 g mol⁻¹



Repeat the fifth record exactly.
The following is a DFT calculation (ωB97M-V/def2-TZVPD) of a structure of composition C5H9NO3.

Structure (ORCA input):
```
! RIJCOSX wB97M-V def2-TZVPD def2/J DEFGRID3
* xyz 0 1
N 1.779 1.159 0.984
C -1.157 1.959 0.382
O 0.981 -1.061 0.575
C -1.471 -1.339 -0.985
H -1.193 -2.389 -0.885
H 2.522 1.754 0.655
C 1.164 0.380 0.031
O 1.397 0.468 -1.168
H -1.458 -1.114 1.214
H 1.750 0.831 1.935
H -2.542 -1.300 -1.216
O 1.874 -1.967 -0.082
H -0.895 -0.886 -1.792
H 1.894 -1.596 -0.988
C -0.814 0.693 0.331
H -0.399 2.729 0.323
H -2.193 2.277 0.402
C -1.238 -0.600 0.284
*
```

Computed properties:
- Energy relative to the best compared isomer or geometry (same formula, charge and spin): 162.37 kcal/mol
- Orbital gap: 0.324 hartree
- DFT total energy: -476.18542 Ha
- HOMO: -8.9 eV
- M: 131.131 g mol⁻¹



> Which of these has the lowest DFT total energy?

C23H11BrF4N12O3PSbSe4Ti



> Which value of DFT total energy does entry 2 give?

-667.74800 Ha



Please write out number 5 again, unchanged.
The following is a DFT calculation (ωB97M-V/def2-TZVPD) of a structure of composition C5H9NO3.

Structure (ORCA input):
```
! RIJCOSX wB97M-V def2-TZVPD def2/J DEFGRID3
* xyz 0 1
N 1.779 1.159 0.984
C -1.157 1.959 0.382
O 0.981 -1.061 0.575
C -1.471 -1.339 -0.985
H -1.193 -2.389 -0.885
H 2.522 1.754 0.655
C 1.164 0.380 0.031
O 1.397 0.468 -1.168
H -1.458 -1.114 1.214
H 1.750 0.831 1.935
H -2.542 -1.300 -1.216
O 1.874 -1.967 -0.082
H -0.895 -0.886 -1.792
H 1.894 -1.596 -0.988
C -0.814 0.693 0.331
H -0.399 2.729 0.323
H -2.193 2.277 0.402
C -1.238 -0.600 0.284
*
```

Computed properties:
- Energy relative to the best compared isomer or geometry (same formula, charge and spin): 162.37 kcal/mol
- Orbital gap: 0.324 hartree
- DFT total energy: -476.18542 Ha
- HOMO: -8.9 eV
- M: 131.131 g mol⁻¹